# 1
The following is a DFT calculation (ωB97M-V/def2-TZVPD) of C30H56O24 as an isolated structure in a non-equilibrium geometry.

Properties
* E_HOMO: -8.4 eV
* net charge: 0

Each line ends with the Mulliken charge.
Atoms and positions in Å:
O (-1.5030, 2.6078, -2.5153)  -0.41
O (-0.0179, -0.0164, 1.2560)  0.74
O (-0.1321, 2.6047, -4.3281)  -0.52
O (3.1975, 0.3570, -4.4127)  -0.16
O (-3.3638, -5.8974, 1.1363)  -0.58
O (-1.8058, -4.5461, 2.1169)  -0.22
O (5.2063, 0.2231, -0.0518)  -0.64
O (4.1232, -0.3174, -1.9993)  0.03
O (-0.7669, -2.0125, 0.5239)  -0.42
O (1.3538, 3.1510, 3.0211)  -0.30
O (3.0809, 0.8808, -0.4835)  -0.48
O (1.0735, -0.0679, -4.2324)  -0.35
O (-2.0921, -1.9542, 5.3519)  -0.56
O (-0.5160, -0.5016, -1.0223)  0.01
O (-3.3839, -0.6360, -0.3525)  -0.52
O (-0.5899, 2.2806, 2.4753)  -0.22
O (-3.3546, -2.8688, -0.4101)  -0.26
O (-0.6905, -0.8515, 3.9151)  -0.48
O (-2.0327, 0.2646, 5.1502)  -0.38
O (0.6585, 3.3031, -2.3028)  -0.41
O (-1.3854, -5.3101, 0.1104)  -0.25
O (1.4822, 1.9480, -5.1887)  -0.61
O (-3.1112, -1.6976, -2.3389)  -0.52
O (0.9096, 3.0296, 0.8176)  -0.06
C (-0.4006, -0.7783, 0.3289)  -0.85
C (0.4381, 4.0868, -1.0700)  -0.55
C (-0.3201, 2.8259, -3.1511)  0.53
C (-0.3097, 0.0596, -4.3594)  0.72
C (4.2063, 0.2013, -0.7458)  0.68
C (-2.3135, -5.3022, 1.1410)  0.67
C (-1.5825, 1.8872, 1.5568)  -0.98
C (0.5925, 2.8571, 2.0241)  -0.09
C (3.4133, 3.7251, 4.1819)  -1.27
C (-3.2010, -1.0468, 0.9459)  0.71
C (2.5977, 3.8690, 2.9206)  0.03
C (-1.6290, -0.9520, 4.8656)  0.37
C (-2.9048, 0.7078, -3.2326)  -0.08
C (-2.5294, -4.4039, 3.3046)  -0.19
C (5.2401, -0.6925, -2.7472)  -1.07
C (1.2556, 1.0969, -1.6412)  -1.58
C (-3.6079, -2.5172, 0.9446)  1.10
C (-3.2747, -1.7422, -1.1344)  0.53
C (-0.7430, -2.6694, 1.8143)  -0.20
C (1.8757, 0.8740, -4.6611)  0.75
C (4.3261, 1.0362, -4.9380)  -0.86
C (-1.2265, 1.2207, 4.5545)  -0.25
C (-0.5546, 0.4445, 3.4725)  0.70
C (-1.7153, -5.8853, -1.1160)  -0.70
C (-0.2567, 0.8060, -1.4983)  1.44
C (2.5873, 1.0846, 1.9344)  -0.76
C (-1.4681, -3.8397, 4.3416)  -0.87
C (-2.6893, 2.2564, -3.2063)  -0.77
C (3.0389, 1.8132, 0.5736)  0.12
C (-1.0223, -1.1897, -3.7439)  -1.12
H (0.2559, -2.8885, 2.1915)  0.48
H (1.3350, 3.9661, -0.4626)  0.21
H (2.3271, 4.9078, 2.7315)  0.51
H (1.3892, 2.1303, -1.9610)  0.88
H (-3.8594, -0.5030, 1.6233)  0.80
H (4.9187, 1.2252, -4.0429)  0.31
H (-0.7090, 1.5346, -0.8256)  0.54
H (-1.0215, 0.5452, 2.4928)  -1.19
H (-0.5067, -4.3533, 4.3337)  0.37
H (3.1863, 3.5546, 2.0588)  0.02
H (-3.6589, 0.5301, -3.9993)  0.77
H (2.3258, 2.5887, 0.2938)  -0.26
H (3.5533, 2.6715, 4.4237)  0.28
H (4.1430, 2.0152, -5.3810)  0.42
H (-3.3104, 0.3464, -2.2877)  -0.01
H (-1.1214, -2.0446, 2.6234)  0.87
H (-1.8251, -3.7393, 5.3666)  0.43
H (4.4004, 4.1644, 4.0376)  0.40
H (-0.5124, 1.6376, 5.2647)  0.21
H (-2.5570, 2.4939, -4.2619)  0.32
H (5.9888, 0.0995, -2.7592)  0.48
H (-3.4024, -3.7561, 3.2244)  0.37
H (-2.0856, -6.8904, -0.9141)  0.33
H (1.7557, 0.4147, -2.3287)  0.60
H (-0.3607, 3.6170, -0.4961)  0.02
H (3.2369, 0.2490, 2.1950)  0.73
H (1.7813, 1.0087, -0.6904)  0.28
H (4.9299, -0.8437, -3.7811)  0.31
H (-0.8132, -5.8842, -1.7277)  0.23
H (2.8191, 4.2420, 4.9354)  0.35
H (-2.1036, -1.1017, -3.8488)  0.88
H (-2.9861, -3.0610, 1.6558)  -1.61
H (-0.6125, 0.9980, -3.8948)  0.31
H (-0.8670, -1.3814, -2.6822)  -0.11
H (-2.4461, 1.4331, 2.0426)  0.61
H (-4.6616, -2.7026, 1.1529)  0.48
H (-1.1520, -2.8395, 4.0456)  0.39
H (-2.0579, 0.0889, -3.5290)  -0.30
H (-1.8055, 2.0523, 4.1529)  0.38
H (5.7099, -1.6554, -2.5467)  0.28
H (0.4531, 0.8407, 3.3472)  0.25
H (0.3730, 5.1513, -1.2953)  0.40
H (4.8264, 0.4647, -5.7198)  0.26
H (-2.7757, -5.3371, 3.8110)  0.39
H (-0.8445, -2.1413, -4.2447)  0.50
H (2.5301, 1.8075, 2.7482)  0.53
H (-1.2764, -3.6200, 1.8138)  -0.85
H (-3.6567, 2.5261, -2.7826)  0.44
H (-2.0054, 2.7083, 0.9780)  0.37
H (1.6587, 0.5293, 1.8029)  -0.41
H (-2.5556, -5.3590, -1.5689)  0.28
H (3.9750, 2.3689, 0.6294)  0.67
H (-1.0711, 1.2820, 0.8083)  0.17
H (-2.1617, -0.9556, 1.2615)  -0.97
H (-0.5768, 0.1187, -5.4145)  0.69
H (-0.6754, 0.9399, -2.4958)  -2.74

---

# 2
The following is a DFT calculation (ωB97M-V/def2-TZVPD) of an isolated molecule of C6H8N2OS3 in a non-equilibrium geometry.

Properties
* E_HOMO: -8.8 eV
* net charge: 0
* SMILES: C/C(O)=N/C(=S)CC(=S)NC=S

Each line ends with the Mulliken charge.
Atoms and positions in Å:
S (0.6192, 0.4966, 3.2913)  -0.44
S (-1.5605, 3.5284, 0.2780)  -0.28
S (-2.5980, -1.3399, 0.0174)  -0.30
O (2.0677, -1.1579, 1.2956)  -0.32
N (0.5448, 0.4126, 0.5632)  -0.19
N (-1.8597, 1.1975, -0.6855)  -0.08
C (-1.7635, 1.9128, 0.5282)  0.22
C (-1.4472, 1.1395, 1.7288)  -1.20
C (-0.0274, 0.5689, 1.7226)  0.55
C (-2.1986, -0.0910, -0.9277)  -0.19
C (2.2709, -0.3035, -0.8449)  -1.06
C (1.5607, -0.3978, 0.4115)  0.71
H (1.8252, -0.8531, 2.2225)  0.20
H (3.3540, -0.6386, -0.5713)  0.30
H (-2.1369, -0.3574, -1.9643)  0.33
H (2.2099, 0.6424, -1.1518)  0.40
H (-1.7030, 1.6559, -1.5900)  0.29
H (-1.5938, 1.6594, 2.5652)  0.65
H (-2.0875, 0.2595, 1.7389)  0.18
H (1.8898, -0.9156, -1.6569)  0.25

---

# 3
The following is a DFT calculation (ωB97M-V/def2-TZVPD) of C60H140As2F24N9O15S4 as an isolated structure in a non-equilibrium geometry.

Properties
* E_HOMO: -12.6 eV
* net charge: +3

Each line ends with the Mulliken charge.
Atoms and positions in Å:
As (1.3109, 3.2398, 6.5340)  1.90
As (-0.1648, 0.0559, 0.1673)  2.38
S (0.7055, 6.3594, -0.1188)  1.05
S (-1.6677, 3.3018, -7.2641)  0.92
S (-1.1357, 0.9382, -7.6589)  0.65
S (0.0631, 6.8362, -2.5127)  0.78
F (-0.6354, 9.2022, -3.5999)  -0.21
F (-2.0341, 0.0863, 0.0398)  -0.30
F (-1.1803, 7.4851, -4.8654)  -0.18
F (1.6631, 4.9561, 6.1212)  -0.49
F (-0.2275, 0.2113, 1.9656)  -0.40
F (1.7805, 8.6618, 0.8939)  -0.17
F (-2.8330, 5.6853, -6.6378)  -0.16
F (1.6696, -0.0365, 0.2181)  -0.53
F (1.5504, 3.7048, 8.3175)  -0.50
F (-2.7622, -1.2026, -8.3046)  -0.20
F (-2.3571, 7.9869, -2.9863)  -0.21
F (-0.2310, 1.8650, -0.0661)  -0.47
F (-0.1162, -0.2223, -1.6029)  -0.36
F (-0.2680, -1.7011, 0.3750)  -0.54
F (1.0825, 2.7547, 4.8150)  -0.18
F (3.0828, 2.8555, 6.3697)  -0.50
F (-0.3875, 3.7438, 6.6427)  -0.47
F (0.8027, 1.6141, 7.0705)  -0.45
F (-1.9848, -0.1769, -10.0688)  -0.21
F (2.1741, 6.9229, 2.0744)  -0.19
F (0.2672, 7.7253, 2.3387)  -0.18
F (-4.2035, 4.0010, -6.7745)  -0.18
F (-0.7564, -1.5316, -8.7893)  -0.20
F (-3.3155, 4.8564, -8.5801)  -0.19
O (0.1093, 1.4010, -8.2877)  -0.57
O (0.7811, -4.7764, -0.7042)  -0.05
O (-0.9370, 0.3988, -6.3073)  -0.22
O (-6.9635, -7.8153, 2.1113)  -0.34
O (-0.7128, 3.9130, -8.2081)  -0.58
O (1.9456, 5.8132, -0.7244)  -0.53
O (-3.5422, 3.0228, -2.1061)  -0.56
O (-1.1970, 3.3635, -5.9029)  -0.39
O (1.4191, 7.1006, -3.0200)  -0.66
O (1.2777, -2.3936, 7.5826)  -0.36
O (-2.4063, -0.6277, 5.6165)  0.40
O (-0.4813, 5.5068, -2.7125)  -0.16
O (4.2713, 2.5817, 2.4682)  -0.62
O (5.1117, 3.5573, -2.4220)  -0.01
O (-0.1663, 5.3577, 0.5018)  -0.41
N (-5.2086, -5.1096, 2.4459)  0.16
N (-2.4047, 1.8602, -7.7211)  -0.38
N (1.6533, -1.7637, 4.6946)  2.13
N (-3.1863, 2.1039, 3.8131)  0.50
N (7.0682, 1.2607, 1.2720)  0.21
N (-3.9955, 0.4286, -3.6624)  1.10
N (-0.1555, 7.4328, -1.1873)  -0.66
N (2.1038, -4.6027, -3.6549)  0.55
N (2.7237, 2.1582, -3.7259)  1.83
C (0.7103, -2.8820, -5.1020)  -1.48
C (2.8367, 2.7599, -2.2821)  -0.58
C (-5.2743, -4.7168, 3.9850)  -0.62
C (-3.0585, -0.6280, -3.0660)  0.54
C (0.5193, -0.6772, 4.6288)  -1.39
C (-3.2319, 1.7514, -4.0016)  -0.35
C (-1.7030, -0.6057, -8.7930)  0.42
C (-3.1468, 4.5549, -7.3111)  0.40
C (7.5594, 2.2528, 2.3542)  -0.98
C (-5.2887, 0.7366, -2.7716)  -0.74
C (9.5989, 0.3992, 1.0514)  -1.26
C (2.0346, 2.9281, -6.1561)  -1.84
C (0.4276, -3.0423, 6.6542)  -0.18
C (3.6606, -0.1080, 4.8281)  -1.12
C (4.2872, -5.5016, -4.7246)  -1.20
C (-3.1401, -1.6535, 6.2176)  -1.11
C (-3.3013, -3.2399, 2.0591)  -0.57
C (5.6880, 0.7312, 1.6487)  -1.66
C (0.7394, -3.9035, -3.9589)  -0.22
C (2.9224, -3.5155, -2.9644)  -1.37
C (-7.4535, -6.5320, 2.5253)  -0.83
C (1.2336, 7.5527, 1.3931)  0.39
C (1.6854, 0.9808, -3.6983)  -0.92
C (2.6943, -1.0799, 5.5388)  -0.44
C (3.7811, 3.9580, -2.0483)  -1.84
C (2.8394, -5.0786, -4.9879)  -0.44
C (8.1003, 0.0835, 1.2227)  -0.40
C (-2.5040, 2.4030, -2.8604)  0.61
C (1.8709, -5.8389, -2.6794)  -0.63
C (-6.1109, -3.4447, 4.3319)  -1.39
C (6.7605, 1.1545, -1.4156)  -1.05
C (2.1652, 3.2669, -4.6714)  0.07
C (0.6624, -2.1789, 8.8443)  -0.75
C (-0.1534, -4.8619, 0.3162)  -0.41
C (-4.5495, 2.6169, 4.2374)  -1.06
C (-2.4967, 3.1221, 2.8877)  0.28
C (1.2083, -3.1083, 5.3439)  -0.90
C (3.0655, -3.2216, 3.0352)  -1.94
C (-4.5184, -4.0378, 1.5510)  -0.71
C (4.0577, 0.4191, -5.1654)  -1.33
C (-4.4826, -0.0756, -5.0399)  -0.34
C (-4.3582, -6.3885, 2.3002)  -0.99
C (-5.4225, 0.8559, -5.8457)  -1.13
C (-2.7172, 0.6514, 6.0428)  -1.45
C (4.5007, 1.6603, 1.4033)  1.98
C (-1.1338, 7.9306, -3.5890)  0.46
C (-1.9763, 4.3439, 3.5813)  -1.37
C (-4.2348, 1.0091, 1.6825)  -1.28
C (-7.6857, -8.8377, 2.7941)  -0.81
C (2.9741, 3.1450, 2.4737)  0.13
C (4.0953, 1.6371, -4.1878)  -0.20
C (2.0223, -2.1345, 3.2128)  0.74
C (-3.0798, 3.8335, -1.0271)  0.34
C (-3.4337, 0.8265, 3.0111)  0.86
C (-3.5732, -2.1240, -2.8526)  -1.68
C (-6.6479, -5.3780, 1.9315)  -0.75
C (0.5824, -5.7519, -1.7537)  -0.99
C (5.9333, 4.7731, -2.3582)  -1.15
C (-2.2286, 1.7107, 5.0140)  0.43
C (7.1359, 2.0402, -0.1536)  -0.76
H (2.8719, 4.0960, -4.6369)  0.39
H (-2.7530, 3.0824, -0.3080)  -0.57
H (-2.7372, -2.6489, 6.0303)  0.22
H (1.6988, 3.7878, -6.7360)  0.51
H (-8.7408, -8.6379, 2.9814)  0.35
H (9.9528, 1.2746, 1.5960)  0.32
H (-4.4223, 0.0009, 1.3131)  0.35
H (3.4014, 4.7702, -2.6681)  1.04
H (3.0433, 0.6878, 4.4112)  0.19
H (3.1677, 1.9072, -1.6893)  0.31
H (0.0594, -4.1038, 1.0698)  -0.41
H (7.7620, 1.7702, 3.3103)  0.37
H (4.5295, 1.3019, -3.2459)  -0.09
H (2.8136, -5.9801, -2.1507)  0.45
H (2.9155, -4.3258, -5.7725)  0.29
H (-5.2236, 1.3931, 1.9333)  0.73
H (-2.4255, 0.5117, 2.7419)  -0.49
H (-3.7990, 0.7129, 6.1613)  0.46
H (0.8277, 1.3704, -3.1500)  -0.08
H (-2.7372, -2.5680, -2.3122)  0.38
H (-3.8351, -2.7701, -3.6905)  0.37
H (10.0178, 0.5498, 0.0564)  0.34
H (-2.4959, -3.8774, 2.4238)  0.28
H (-2.3161, 4.5181, -1.3963)  -0.12
H (-4.5363, -6.7221, 1.2779)  0.46
H (-4.4447, 3.4799, 4.8950)  0.36
H (-3.9443, 2.4786, -4.3912)  0.54
H (2.2380, -5.8683, -5.4383)  0.51
H (2.8276, 3.7845, 3.3441)  0.41
H (-1.6576, 5.0853, 2.8486)  0.34
H (-3.9773, 0.1143, 3.6317)  0.05
H (3.9564, -3.1575, 3.6599)  0.35
H (2.6661, -4.2101, 3.2622)  0.40
H (0.8052, -3.2731, -6.1150)  0.50
H (10.1527, -0.4523, 1.4469)  0.40
H (-1.8750, 3.1862, -3.2834)  0.61
H (5.8920, 0.5422, -1.1727)  0.20
H (-3.1696, -1.3312, 7.2585)  0.54
H (-2.4762, 1.5404, -4.7583)  -0.55
H (-2.0546, 1.6472, -2.2162)  -0.73
H (2.2155, 2.3749, 2.6129)  -0.56
H (2.2826, -0.4990, 6.3641)  0.29
H (1.4358, -2.0686, -5.1138)  -0.06
H (-2.0079, 2.6392, 5.5407)  0.29
H (-0.2629, -2.4010, -5.1995)  0.39
H (2.1411, -3.6497, 5.5017)  0.53
H (-0.0141, -4.6226, -4.2804)  0.46
H (3.7803, 4.3814, -1.0439)  0.83
H (1.3583, -1.6981, 9.5316)  0.30
H (0.1294, -0.6090, 5.6444)  0.28
H (-4.5027, -2.1001, -2.2838)  0.38
H (4.1072, -0.4800, 3.9060)  -0.06
H (1.4635, 2.0408, -6.4294)  0.22
H (2.9627, 2.6541, -6.6577)  0.45
H (5.7381, 0.5568, 2.7235)  0.89
H (2.3521, -1.1746, 2.8154)  -0.23
H (4.2900, -6.3010, -3.9836)  0.33
H (-3.3064, 3.4245, 2.2236)  0.28
H (4.9525, -4.6791, -4.4620)  0.30
H (3.8130, -3.9681, -2.5284)  0.49
H (-4.7473, -7.1240, 3.0043)  0.42
H (-2.9491, -0.3299, -2.0233)  -0.46
H (-7.5622, -9.7473, 2.2064)  0.28
H (-0.1907, -5.8955, 0.6604)  0.60
H (3.3202, -1.8484, 5.9923)  0.71
H (-2.7651, 4.9188, 4.0664)  0.36
H (7.6250, 0.5269, -1.6322)  0.48
H (-4.1690, -1.6226, 5.8593)  0.11
H (-4.2144, -4.5311, 0.6278)  0.45
H (-5.0166, -0.9825, -4.7564)  0.52
H (0.5136, -3.1401, 9.3361)  0.35
H (-5.2873, -3.3164, 1.2745)  0.35
H (-0.2868, -1.6568, 8.7234)  0.20
H (-1.1426, -4.6288, -0.0778)  0.30
H (3.4395, -0.4140, -4.8310)  -0.03
H (4.6573, 2.4991, -4.5474)  0.45
H (7.7388, -0.5341, 0.4006)  0.46
H (8.1308, 2.4805, -0.2199)  0.61
H (1.7199, -6.6995, -3.3311)  0.44
H (3.5389, 0.7532, -6.0639)  0.28
H (-1.1139, 4.1176, 4.2083)  0.13
H (3.1588, -2.6322, -3.5578)  0.52
H (-4.7090, 1.4262, -6.4404)  0.23
H (0.6071, -3.5969, 4.5770)  0.30
H (0.4273, -3.3521, -3.0720)  0.45
H (6.6392, 1.7999, -2.2855)  0.25
H (-3.2909, -6.2459, 2.4691)  0.27
H (4.4802, 2.1897, 0.4507)  -0.67
H (-0.3645, -0.9123, 4.0358)  0.25
H (4.7870, -5.9256, -5.5956)  0.43
H (2.2879, 0.1977, -3.2379)  0.39
H (5.0842, 0.1726, -5.4365)  0.57
H (-2.8655, -2.5887, 1.3015)  0.21
H (3.6163, 1.0294, 1.3146)  -0.41
H (0.6109, -6.7591, -1.3380)  0.57
H (-5.1461, 2.8601, 3.3583)  0.41
H (1.2133, 3.6580, -4.3124)  0.13
H (7.7755, -0.3750, 2.1567)  0.45
H (2.4326, -3.2121, -2.0391)  0.36
H (0.9017, 0.3118, 4.3765)  -0.21
H (-1.6753, 2.6505, 2.3482)  -0.07
H (-6.0065, -2.5979, 3.6537)  0.26
H (-6.1844, 0.4498, -6.5110)  0.40
H (-8.4312, -6.4000, 2.0618)  0.51
H (-7.2097, -4.4471, 2.0090)  0.56
H (-1.3009, 1.3990, 4.5342)  -0.22
H (-7.5974, -6.4790, 3.6044)  0.40
H (-5.0377, 1.8764, 4.8709)  0.37
H (-3.9101, 4.3633, -0.5604)  0.37
H (6.8294, 3.0350, 2.5627)  0.30
H (1.1057, -2.3754, 2.6745)  -0.04
H (-5.9688, -0.1151, -2.7585)  0.39
H (5.8891, 5.2670, -3.3289)  0.38
H (1.8315, 3.0856, -2.0145)  0.05
H (-3.8011, 1.6506, 0.9153)  -0.20
H (-2.1343, -0.4801, -3.6246)  0.23
H (0.3227, -4.0911, 6.9322)  0.65
H (-4.9866, 0.9390, -1.7440)  -0.06
H (4.4369, 0.2177, 5.5205)  0.54
H (1.3216, 0.6875, -4.6830)  0.12
H (-6.0332, 1.6133, -5.3542)  0.23
H (3.2967, -3.3853, 1.9827)  0.43
H (-0.3104, -5.6070, -2.3620)  0.41
H (-4.2249, -4.6117, 4.2601)  0.63
H (-5.7390, 1.6752, -3.0947)  0.39
H (2.7252, 3.6266, 1.5280)  -0.03
H (5.5938, -0.1507, 1.0152)  0.34
H (-3.6048, -0.3777, -5.6111)  0.30
H (-2.2657, 0.7338, 7.0315)  0.60
H (-5.9356, -3.1560, 5.3683)  0.47
H (-7.1629, -3.6646, 4.1501)  0.37
H (-7.2750, -9.0265, 3.7860)  0.33
H (-3.6498, -2.5580, 2.8347)  0.06
H (-0.5145, -2.5053, 6.5441)  -0.34
H (6.9556, 4.5258, -2.0721)  0.28
H (5.5994, 5.5556, -1.6769)  0.42
H (-5.6885, -5.6105, 4.4517)  0.65
H (6.5481, 2.9413, 0.0211)  0.60
H (-6.5306, -5.5747, 0.8658)  0.47
H (8.4843, 2.6692, 1.9552)  0.49